Entry from the OMol25 dataset: 2 unconnected molecules or ions with the total composition C4H6BrFO in a non-equilibrium geometry (ωB97M-V with the def2-TZVPD basis set).

Computed properties:
Orbital gap (alpha / beta)   8.06 / 8.04 eV
Charge   0
LUMO (alpha / beta)   -2.371 / -2.373 eV
Maximum force   3.0 eV/Å
DFT total energy   -79049.798 eV
HOMO energy (alpha / beta)   -10.4262 / -10.4097 eV
Energy above the lowest of the compared OMol25 structures with the same formula, charge and spin   57.84 kcal per mole

Each line ends with the Löwdin charge.
Atoms and positions in Å:
C -0.555 0.516 -0.474  -0.477
C -0.305 0.318 -1.929  -0.035
C 0.166 -0.035 1.916  -0.096
C 0.479 0.010 0.480  -0.567
O -1.531 1.056 -0.009  0.132
F 0.061 -2.230 0.085  -0.457
Br 2.229 -0.169 -0.055  0.962
H -1.054 0.851 -2.508  0.093
H -0.371 -0.752 -2.133  0.100
H 0.692 0.650 -2.212  0.055
H -0.176 -1.041 2.179  0.112
H -0.666 0.640 2.123  0.095
H 1.032 0.185 2.536  0.083